Entry 1:
{
  "formula": "C19H14O12S",
  "method": "ωB97M-V/def2-TZVPD",
  "e_homo_ha": -0.3345,
  "smiles": "CS(=O)(=O)C1=CC(=O)C=CC1=O.O=C1C=C(O)C(=O)C=C1O.O=C1C=C(O)C(=O)C=C1O",
  "lumo_ev": -2.14,
  "elements": ["C", "H", "S", "C", "H", "C", "H", "H", "C", "O", "C", "O", "C", "O", "C", "C", "C", "H", "O", "C", "O", "C", "O", "C", "C", "O", "H", "H", "O", "C", "O", "C", "H", "C", "H", "H", "H", "O", "H", "H", "C", "C", "H", "C", "O", "O"],
  "coordinates": [[1.9470, 1.9315, 0.3148], [-4.0073, 1.8582, 0.5887], [1.2768, 0.5035, -0.5069], [3.2559, -2.6999, -5.3390], [-0.2888, 3.5893, 2.8677], [-1.2048, -0.0777, 0.2903], [-1.5466, -0.4966, 3.9016], [4.2016, -2.2930, -5.6680], [-1.1802, 1.7218, -1.3597], [3.4414, -4.6335, -6.6516], [-1.4400, 0.4252, 4.4563], [-1.8220, 1.7983, 7.7107], [2.4792, -1.9237, -4.3791], [-2.1056, -0.5299, 6.4838], [-1.5505, 1.7962, 6.5277], [-0.4865, 0.7002, -0.5018], [-2.6922, 0.1068, 0.2140], [2.9249, 2.1342, -0.0947], [-3.4384, -0.8421, 0.2136], [1.1737, -2.4869, -3.8972], [1.7419, 0.5496, -1.8745], [-1.0849, 2.9706, 5.8042], [1.6176, -0.7157, 0.1689], [-2.3855, 2.3083, -0.6956], [-0.9972, 1.6021, 3.7349], [2.8124, -0.8473, -3.9359], [-2.6416, 3.3417, -0.8534], [-0.2354, -4.0772, -4.0059], [0.5354, -1.7389, -3.0137], [-0.8227, 2.8846, 4.4953], [-0.7544, 1.6071, 2.5377], [-1.7008, 0.5067, 5.7691], [1.2833, 2.7655, 0.1103], [0.7038, -3.6626, -4.3432], [1.0977, -0.9399, -2.8613], [2.8771, -5.4160, -6.7949], [-0.7649, -0.8051, 0.9468], [-0.3946, 3.9195, 3.7779], [1.9649, 1.7255, 1.3763], [-2.2232, -0.2021, 7.3958], [1.4672, -4.4241, -5.3143], [2.7856, -3.8726, -5.7777], [-0.9650, 3.8890, 6.3609], [-3.1237, 1.5225, 0.0762], [-0.8332, 2.0179, -2.4782], [1.1023, -5.4910, -5.7769]],
  "forces_ev_per_angstrom": [[-0.78, -0.15, 0.19], [-0.34, -0.05, -0.04], [1.10, -0.84, -1.51], [0.02, 0.19, 0.12], [0.00, 0.01, -0.08], [-0.29, 0.35, -0.29], [-0.02, -0.02, 0.04], [0.00, -0.02, -0.02], [0.16, 0.26, -0.40], [-0.17, -0.06, 0.06], [0.06, 0.09, -0.28], [-0.07, -0.25, 0.08], [0.31, -0.18, -0.31], [0.01, 0.19, 0.12], [0.16, 0.51, -0.09], [0.47, 0.05, 0.08], [0.04, -0.57, 0.30], [0.24, -0.17, -0.13], [-0.08, 0.25, 0.27], [-0.48, -0.20, 0.18], [-0.51, 0.70, 0.14], [-0.06, -0.05, 0.18], [-0.40, 0.26, 1.04], [-0.04, -0.08, 0.19], [-0.14, -0.51, 0.17], [0.21, 0.06, -0.16], [0.01, 0.18, -0.36], [-0.01, 0.02, 0.01], [0.28, 0.10, -0.20], [0.04, 0.30, 0.21], [0.09, 0.29, 0.02], [-0.03, -0.33, -0.22], [-0.03, 0.18, -0.07], [0.02, -0.22, -0.15], [-0.07, 0.07, 0.12], [-0.05, -0.07, -0.02], [0.03, -0.38, 0.01], [-0.02, -0.17, -0.11], [0.08, 0.01, 0.22], [-0.03, -0.02, 0.08], [-0.43, 0.15, 0.37], [0.33, 0.17, -0.10], [0.00, 0.01, -0.02], [0.19, -0.04, -0.04], [-0.02, 0.09, 0.57], [0.20, -0.10, -0.17]],
  "lowdin_charge": [-0.106, 0.124, 0.667, 0.076, 0.112, 0.039, 0.137, 0.133, -0.350, 0.106, 0.081, 0.122, -0.305, 0.131, -0.310, -0.209, -0.359, 0.076, 0.138, -0.233, -0.310, 0.081, -0.283, 0.029, -0.293, 0.119, 0.124, 0.132, 0.105, -0.233, 0.087, -0.232, 0.070, 0.070, 0.073, 0.115, 0.131, 0.118, 0.064, 0.125, -0.323, -0.242, 0.139, 0.022, 0.147, 0.094]
}

Entry 2:
{
  "formula": "C19H15N2P",
  "method": "ωB97M-V/def2-TZVPD",
  "e_homo_ha": -0.2529,
  "smiles": "c1ccc(P(c2ccccc2)c2cnc3ccccn23)cc1",
  "e_above_lowest_ev": 0.000,
  "lumo_ev": 0.51,
  "elements": ["C", "C", "H", "N", "H", "H", "C", "H", "C", "P", "C", "C", "H", "H", "C", "C", "C", "H", "H", "H", "H", "H", "H", "H", "C", "C", "H", "N", "C", "C", "C", "C", "C", "C", "H", "C", "C"],
  "coordinates": [[2.5778, -1.1181, -1.0173], [2.9995, -3.3828, -1.6513], [0.5603, -3.3156, 0.6307], [1.2530, 0.0186, 4.5656], [4.0680, -1.6861, -2.5251], [-1.9807, 1.1193, 1.8705], [1.2941, -2.9226, -0.0391], [1.9758, -4.8926, -0.5126], [-1.6696, 0.7968, -0.8662], [0.5534, -0.1014, 0.5381], [-0.8400, 0.4797, 5.7341], [-2.4215, 1.6977, -1.5392], [-2.2165, -0.2132, -0.7168], [2.6580, -0.0514, -0.9806], [1.4591, -1.5140, -0.2891], [-0.7126, 3.3297, -1.2722], [1.6357, -0.2025, 3.2339], [2.6434, -0.4878, 2.9006], [-3.4673, 1.5142, 3.6532], [-0.4110, 4.3441, -1.4411], [1.1009, 2.5443, -0.2781], [-2.8204, 1.0076, 6.2839], [3.4837, -4.0138, -2.3312], [-3.4682, 1.5242, -1.8121], [2.0341, -3.8260, -0.7135], [-0.3974, 1.1301, -0.4019], [-2.4053, 3.8047, -2.3724], [-0.4406, 0.3789, 3.3159], [3.2743, -2.0231, -1.7916], [-1.9650, 2.9837, -1.7839], [-1.7051, 0.8490, 2.9385], [0.0825, 2.3823, -0.6549], [-2.1958, 0.8857, 5.4084], [-2.5355, 1.0581, 3.9809], [-0.4878, 0.2651, 6.7015], [0.5533, -0.0706, 2.4178], [0.0159, 0.3071, 4.5650]],
  "forces_ev_per_angstrom": [[-1.62, 0.41, -0.01], [-0.91, 1.51, 0.64], [-0.52, 0.24, 0.44], [4.13, -1.61, -0.61], [-1.03, -0.40, 1.05], [0.77, -0.73, 1.57], [-0.99, 1.99, 0.08], [-0.33, 0.17, -0.08], [-1.36, -2.56, 0.52], [0.78, -0.67, 1.44], [-3.83, 1.42, -4.00], [-2.07, 1.68, -1.14], [1.58, 1.61, 0.12], [0.93, 0.42, -0.58], [-0.12, -0.81, 1.61], [-0.48, -0.07, -0.72], [0.13, -0.17, 1.12], [-0.57, 0.23, 0.56], [-0.18, -0.21, 0.65], [0.57, 0.26, 0.07], [-0.49, 0.51, -0.31], [-0.62, 0.21, -0.59], [0.70, -1.25, -0.50], [0.49, -0.54, -0.08], [2.05, -0.60, -1.29], [-0.67, -2.16, 0.21], [-0.60, -0.94, 0.42], [-2.35, -0.29, -4.88], [1.11, -0.40, -0.88], [1.58, 0.98, 0.28], [0.42, -0.15, 0.82], [1.28, 0.71, 0.84], [4.13, -1.40, -0.12], [-1.04, 0.95, 0.78], [0.40, -0.03, 0.93], [-0.07, 1.21, -0.83], [-1.19, 0.50, 2.47]],
  "lowdin_charge": [-0.136, -0.076, 0.097, 0.093, 0.125, 0.132, -0.098, 0.107, -0.143, 1.111, 0.055, -0.117, 0.141, 0.075, -0.339, -0.081, -0.125, 0.109, 0.093, 0.097, 0.109, 0.084, 0.080, 0.111, -0.098, -0.436, 0.114, -0.022, -0.089, -0.073, -0.040, -0.108, -0.029, -0.094, 0.086, -0.322, -0.394]
}

Entry 3:
{
  "formula": "C19H15NO6",
  "method": "ωB97M-V/def2-TZVPD",
  "e_homo_ha": -0.3197,
  "smiles": "O=C(CNC(=O)OCc1ccccc1)Oc1ccc2ccc(=O)oc2c1",
  "e_above_lowest_ev": 1.508,
  "lumo_ev": 0.07,
  "elements": ["H", "C", "H", "H", "C", "O", "C", "H", "C", "H", "O", "H", "O", "C", "H", "H", "H", "C", "C", "C", "H", "C", "C", "C", "C", "O", "C", "C", "H", "H", "C", "O", "C", "H", "O", "H", "N", "C", "H", "C", "C"],
  "coordinates": [[5.8747, 0.7292, 2.3277], [-1.4299, 0.3887, -0.9578], [-3.1678, -1.8226, 0.9543], [-6.7671, 2.5736, -0.2248], [-2.9562, -0.9419, 0.3706], [2.9323, -0.6137, 1.5515], [-4.7436, 2.1219, -0.7191], [2.4204, 1.3574, 1.2030], [5.4803, 1.5216, -1.4168], [-0.4436, 0.5128, -1.3738], [-0.7521, -1.7170, 0.0322], [3.4661, 1.0098, 2.6189], [-0.1044, -1.8974, -2.1246], [0.0648, -2.1116, -0.9610], [7.6191, 1.5992, -1.4711], [7.8698, 1.0911, 0.9293], [-4.5636, 3.0130, -1.3036], [-3.9414, 0.0246, 0.1925], [-3.6787, 1.1753, -0.5700], [4.3587, 1.3223, -0.6311], [-2.2040, 2.2268, -1.7102], [6.7443, 1.4415, -0.8576], [5.7650, 0.9545, 1.2767], [4.4944, 1.0411, 0.7227], [3.2757, 0.7804, 1.5685], [1.6211, -0.2964, -0.2724], [6.8853, 1.1569, 0.4901], [-1.7143, -0.7546, -0.2093], [5.3664, 1.7405, -2.4680], [1.8048, -3.3198, -1.2328], [1.1553, -3.0249, -0.3993], [-7.2219, 0.4253, 1.1977], [-6.1841, 0.6941, 0.6492], [2.3972, -2.8814, 1.3261], [-5.1420, -0.1900, 0.7705], [0.6757, -3.9109, 0.0235], [1.8893, -2.3457, 0.6416], [-5.9361, 1.8922, -0.1399], [3.3722, 1.3736, -1.0666], [-2.4083, 1.3378, -1.1332], [2.1202, -1.0151, 0.5614]],
  "forces_ev_per_angstrom": [[0.01, -0.02, 0.12], [0.25, -0.09, 0.04], [-0.02, -0.12, 0.07], [-0.05, 0.03, 0.01], [0.06, -0.01, -0.03], [-0.03, -0.23, 0.13], [-0.47, -0.08, 0.22], [0.14, -0.08, 0.15], [-0.01, 0.02, -0.07], [0.02, 0.02, -0.05], [-0.36, 0.13, 0.49], [-0.05, -0.03, -0.14], [-0.04, -0.09, 0.15], [0.20, -0.59, -0.59], [0.07, 0.01, -0.05], [0.08, 0.00, 0.03], [-0.05, 0.10, -0.04], [0.84, 0.39, -0.54], [0.04, -0.46, 0.26], [-0.02, 0.04, 0.00], [0.04, 0.09, -0.07], [0.06, 0.00, -0.03], [-0.08, 0.03, -0.02], [-0.15, -0.08, 0.12], [0.01, 0.36, -0.15], [0.09, 0.36, -0.23], [0.11, -0.02, 0.05], [-0.44, 0.34, -0.17], [-0.01, 0.02, -0.09], [-0.23, 0.06, 0.10], [0.04, 0.32, -0.25], [0.35, 0.05, -0.16], [-0.57, 0.05, 0.20], [-0.05, 0.11, -0.03], [-0.11, -0.24, 0.18], [0.03, 0.07, -0.06], [0.11, -0.29, 0.17], [0.31, 0.22, -0.25], [-0.09, 0.01, -0.02], [-0.17, -0.21, 0.20], [0.14, -0.18, 0.36]],
  "lowdin_charge": [0.113, 0.008, 0.138, 0.119, 0.103, 0.036, 0.004, 0.130, -0.076, 0.113, 0.081, 0.131, 0.147, -0.481, 0.101, 0.102, 0.122, -0.180, -0.156, -0.031, 0.120, -0.089, -0.039, -0.199, -0.107, 0.106, -0.084, -0.203, 0.104, 0.138, -0.050, 0.115, -0.449, 0.154, 0.131, 0.139, 0.102, 0.026, 0.109, 0.000, -0.546]
}

Entry 4:
{
  "formula": "C19H16BBrClF2MnN3O3",
  "method": "ωB97M-V/def2-TZVPD",
  "e_homo_ha": [0.0616, -0.0322],
  "e_above_lowest_ev": 0.004,
  "s2": 8.848,
  "lumo_ev": [4.70, 4.66],
  "multiplicity": 6,
  "total_charge": -2,
  "elements": ["C", "Br", "C", "H", "H", "C", "H", "C", "H", "C", "N", "C", "H", "C", "C", "C", "C", "H", "H", "N", "B", "H", "C", "C", "H", "C", "O", "C", "H", "C", "Mn", "N", "H", "C", "O", "Cl", "H", "O", "F", "H", "C", "C", "H", "H", "F", "C", "H"],
  "coordinates": [[3.0712, -2.1390, -1.5444], [2.4591, 0.2058, 0.9519], [2.0064, 2.9454, 4.0342], [3.2357, 0.7099, -3.3496], [-2.6576, 0.1798, 1.0935], [2.5535, 2.1201, 3.0699], [2.6635, 3.5358, 4.6655], [-0.5854, 0.6336, 1.5106], [0.1877, 3.6546, 4.9708], [1.4923, -0.3262, -2.8141], [0.8603, -1.3667, -2.1117], [-1.3940, -3.0805, 0.1950], [3.6256, 2.0469, 2.9343], [-1.6664, 2.3004, 3.5384], [0.6150, 3.0145, 4.2051], [3.7028, -1.0354, -2.1463], [0.2632, 1.3874, 2.3594], [-3.2305, -2.1536, -0.3882], [-2.0799, 2.9407, 4.3134], [-1.7647, -1.4889, -1.7045], [-0.5709, -1.8864, -2.6188], [4.7696, -0.8910, -2.0890], [2.8352, -0.1410, -2.8123], [-0.2704, 2.2501, 3.3871], [-1.1202, 1.6758, -0.4635], [-1.7148, 0.8881, -2.2831], [-3.6752, -0.2262, -1.5335], [1.6840, 1.3663, 2.2698], [-2.4388, 1.6946, -2.4051], [-2.4948, -0.3483, -1.8402], [0.0739, -0.4598, -0.0598], [-0.6985, 1.2026, -1.2617], [0.8358, 0.3131, -3.3816], [-2.5097, 1.5478, 2.7219], [-1.6578, -4.1778, 0.6816], [4.0637, -3.3431, -0.7549], [0.0221, 1.8080, -1.6390], [-0.4100, -2.3292, 0.5216], [-0.5067, -3.2753, -2.6647], [-2.6618, -3.3990, -1.4985], [-2.3497, -2.5521, -0.8898], [1.7252, -2.3123, -1.5367], [-3.5861, 1.5966, 2.8603], [-1.2256, 0.6998, -3.2351], [-0.7643, -1.3660, -3.9161], [-1.9723, 0.7433, 1.7253], [1.2603, -3.1629, -1.0673]],
  "forces_ev_per_angstrom": [[-0.02, -0.02, 0.00], [0.01, 0.03, -0.04], [-0.02, 0.00, 0.00], [0.00, 0.00, 0.00], [0.00, 0.00, 0.00], [0.01, 0.00, -0.01], [0.00, 0.00, 0.00], [0.01, 0.03, 0.02], [0.00, 0.00, 0.00], [-0.02, -0.05, -0.01], [-0.03, 0.00, 0.04], [-0.04, -0.01, -0.01], [0.00, 0.00, 0.00], [0.00, -0.01, 0.00], [0.01, 0.00, 0.01], [-0.01, 0.03, 0.01], [0.00, 0.00, -0.01], [0.00, 0.00, 0.00], [0.00, 0.00, 0.00], [-0.05, 0.08, 0.03], [0.03, 0.00, -0.03], [0.00, -0.01, -0.02], [0.01, 0.00, -0.01], [0.00, 0.00, 0.00], [0.01, 0.01, 0.00], [-0.01, -0.04, 0.00], [0.00, 0.00, -0.03], [-0.01, 0.00, 0.03], [0.00, 0.00, -0.01], [0.04, -0.04, 0.11], [-0.09, -0.15, -0.04], [-0.01, 0.03, -0.03], [0.00, 0.01, 0.00], [0.00, 0.00, 0.00], [0.01, 0.03, 0.01], [0.00, 0.01, 0.00], [0.02, 0.00, 0.04], [0.03, 0.01, -0.04], [0.00, -0.03, -0.01], [-0.01, -0.01, 0.00], [0.01, 0.00, 0.00], [0.09, 0.00, 0.03], [0.00, 0.00, 0.00], [0.01, -0.01, -0.02], [0.03, 0.06, -0.02], [0.01, 0.00, 0.00], [-0.02, 0.02, 0.00]],
  "lowdin_charge": [-0.705, 0.857, -0.189, 0.095, 0.077, -0.222, 0.068, -0.215, 0.067, -0.116, 0.016, -0.631, 0.063, -0.107, -0.117, -0.171, -0.251, 0.122, 0.079, 0.080, -0.947, 0.078, -0.116, -0.212, 0.080, -0.130, 0.029, -0.599, 0.115, -0.458, 0.530, 0.008, 0.097, -0.156, -0.002, 0.616, 0.093, -0.106, 0.144, 0.122, -0.065, -0.136, 0.073, 0.096, 0.099, -0.169, 0.117]
}

Q: Which formula does entry 4 have?
A: C19H16BBrClF2MnN3O3